[1]
Density functional theory data (the ωB97M-V functional and the def2-TZVPD basis) for one molecule with the formula C23H31N5O2.

Element x y z (Å)
C: 5.683 -4.956 2.225
O: 5.061 -3.751 1.858
C: 5.014 -3.413 0.525
C: 5.457 -4.250 -0.483
C: 5.438 -3.844 -1.810
C: 4.971 -2.587 -2.128
C: 4.504 -1.749 -1.129
C: 4.499 -2.131 0.212
N: 4.105 -1.276 1.237
C: 3.132 -1.717 2.212
C: 1.711 -1.398 1.742
N: 1.554 0.038 1.569
C: 0.150 0.397 1.367
C: -0.538 0.478 2.739
C: -2.005 0.870 2.594
C: -2.119 2.186 1.824
N: -1.459 2.050 0.547
C: -2.049 1.950 -0.668
O: -1.409 1.697 -1.671
C: -3.552 2.200 -0.719
C: -4.043 2.169 -2.171
C: -5.528 2.333 -2.213
C: -6.400 1.243 -2.166
N: -7.713 1.390 -2.168
C: -8.182 2.629 -2.221
C: -7.326 3.720 -2.270
N: -6.011 3.570 -2.261
C: -0.046 1.747 0.664
C: 2.485 0.485 0.545
C: 3.915 0.132 0.982
H: 5.139 -5.828 1.845
H: 5.666 -4.972 3.314
H: 6.721 -4.997 1.879
H: 5.843 -5.229 -0.247
H: 5.795 -4.512 -2.579
H: 4.956 -2.251 -3.154
H: 4.132 -0.778 -1.411
H: 3.235 -2.784 2.387
H: 3.324 -1.182 3.147
H: 1.002 -1.752 2.492
H: 1.512 -1.937 0.796
H: -0.361 -0.366 0.748
H: -0.465 -0.477 3.258
H: -0.010 1.222 3.338
H: -2.466 0.977 3.577
H: -2.540 0.089 2.049
H: -3.161 2.469 1.696
H: -1.613 2.980 2.386
H: -3.781 3.175 -0.285
H: -4.066 1.428 -0.141
H: -3.571 2.984 -2.719
H: -3.748 1.224 -2.628
H: -6.033 0.225 -2.129
H: -9.258 2.736 -2.226
H: -7.691 4.737 -2.315
H: 0.350 1.725 -0.352
H: 0.439 2.541 1.239
H: 2.425 1.568 0.444
H: 2.262 0.023 -0.432
H: 4.637 0.479 0.243
H: 4.112 0.652 1.927

Cartesian forces, eV/Å:
0.1 -0.2 0.1
-0.1 0.4 -0.4
0.0 -0.1 0.1
0.0 -0.1 0.2
0.0 0.1 -0.1
0.1 -0.1 -0.1
-0.1 0.0 0.1
0.1 -0.2 -0.1
0.2 0.1 0.2
-0.5 -0.3 0.0
0.2 -0.1 0.3
-0.1 0.1 -0.1
0.0 0.2 0.3
-0.2 -0.2 -0.3
0.1 0.2 0.1
-0.3 -0.2 0.2
0.4 0.0 0.2
-0.3 0.2 0.2
0.0 -0.1 -0.4
0.2 -0.1 -0.4
0.1 -0.1 0.2
-0.1 -0.1 -0.1
0.1 0.2 0.0
-0.2 -0.2 0.0
0.0 0.1 0.0
-0.2 -0.1 0.0
0.3 0.1 0.0
0.3 -0.3 -0.3
0.2 0.0 0.0
-0.1 0.2 -0.2
0.0 0.0 0.0
0.0 -0.1 -0.1
0.0 0.0 0.0
0.0 -0.1 0.1
0.0 -0.1 -0.1
0.0 0.0 -0.1
-0.1 0.1 0.0
0.0 0.1 0.0
0.0 -0.1 0.0
0.0 0.0 0.0
0.0 0.0 0.1
0.0 0.1 0.0
0.1 0.0 0.1
0.1 0.0 0.0
-0.1 0.0 0.0
-0.1 0.0 0.0
0.1 0.1 0.0
-0.1 0.0 0.0
-0.1 -0.1 0.1
0.0 0.1 0.1
0.0 -0.1 -0.1
0.0 0.1 0.0
0.2 -0.1 0.0
-0.1 0.1 0.0
-0.1 0.0 0.0
0.0 0.1 0.2
0.0 0.0 0.0
0.0 0.0 -0.1
0.0 0.1 0.0
0.0 0.0 0.0
0.0 0.1 -0.1

Properties
* frontier orbital gap: 8.08 eV
* total charge: 0
* strongest force on any atom: 0.6 eV/Å
* E: -35899.479 eV

[2]
Density functional theory data (the ωB97M-V functional and the def2-TZVPD basis) for a 7-piece molecular cluster, C53H79N8O5S2 overall at a distorted geometry.

Element x y z (Å)
C: -0.438 -3.522 1.798
C: 0.540 -2.304 2.262
C: -0.114 -1.347 3.369
C: 0.812 -0.089 3.793
N: 1.478 0.460 2.568
C: 0.529 1.171 1.664
C: 0.813 0.858 0.092
C: -0.547 1.051 -0.734
C: -1.444 -0.314 -0.819
C: -2.888 0.170 -1.351
C: -2.992 0.379 -2.913
C: -1.779 0.088 -3.927
C: -1.816 -1.453 -4.473
C: -4.351 0.851 -3.494
C: -4.507 1.030 -5.075
O: -5.243 0.180 -5.654
O: -3.864 2.019 -5.855
C: -5.531 1.129 -2.524
C: -5.314 0.886 -0.993
C: -6.567 1.195 -0.045
C: -6.422 2.742 0.468
O: -6.144 2.837 1.891
C: -5.068 3.776 2.130
O: -5.078 4.941 1.635
C: -3.820 3.409 3.073
C: -4.157 2.249 4.156
N: -4.021 0.405 -0.496
C: -3.954 0.168 0.993
O: -4.730 -1.050 1.207
C: -4.551 -1.539 2.565
C: -5.407 -2.926 2.652
C: -4.503 -4.210 2.999
C: 2.650 1.309 2.902
S: 2.569 2.565 4.002
S: 4.245 0.863 2.040
C: 4.020 -0.974 1.693
C: 5.187 -1.565 0.749
C: 4.861 -1.224 -0.803
H: -0.207 -3.690 0.676
H: -1.520 -3.156 1.859
H: -0.223 -4.456 2.426
H: 1.571 -2.703 2.611
H: 0.722 -1.680 1.314
H: -1.089 -0.886 2.946
H: -0.419 -1.983 4.281
H: 1.627 -0.486 4.491
H: 0.220 0.733 4.357
H: 0.651 2.314 1.824
H: -0.570 0.916 1.869
H: 1.352 -0.132 -0.086
H: 1.533 1.698 -0.253
H: -1.191 1.838 -0.186
H: -0.329 1.478 -1.770
H: -1.485 -0.844 0.190
H: -0.938 -0.996 -1.597
H: -1.824 0.776 -4.851
H: -0.778 0.193 -3.387
H: -2.684 -1.598 -5.212
H: -0.800 -1.658 -4.986
H: -1.915 -2.176 -3.580
H: -3.101 2.375 -5.337
H: -6.531 1.475 -2.940
H: -6.671 0.477 0.838
H: -7.509 1.144 -0.690
H: -5.596 3.231 -0.156
H: -7.419 3.292 0.280
H: -2.888 3.077 2.496
H: -3.515 4.352 3.654
H: -4.999 1.553 3.824
H: -4.377 2.667 5.196
H: -3.209 1.592 4.252
H: -4.439 1.046 1.576
H: -2.885 0.085 1.386
H: -5.112 -0.808 3.267
H: -3.462 -1.670 2.883
H: -5.875 -3.120 1.609
H: -6.314 -2.804 3.361
H: -5.163 -5.139 2.805
H: -3.606 -4.246 2.291
H: -4.223 -4.171 4.106
H: 3.024 -1.056 1.125
H: 3.923 -1.539 2.679
H: 6.193 -1.140 1.086
H: 5.243 -2.715 0.815
H: 5.305 -2.069 -1.451
H: 3.728 -1.126 -1.003
H: 5.363 -0.246 -1.124
N: -7.236 -0.766 -9.392
C: -6.466 -0.805 -8.261
C: -5.493 -1.758 -8.444
C: -5.681 -2.310 -9.735
C: -6.762 -1.677 -10.298
H: -8.029 -0.161 -9.535
H: -6.675 -0.156 -7.426
H: -4.731 -2.027 -7.728
H: -5.090 -3.085 -10.202
H: -7.234 -1.796 -11.262
N: 0.727 5.418 1.275
C: -0.299 6.234 1.669
C: -0.957 6.662 0.541
C: -0.307 6.078 -0.574
C: 0.727 5.313 -0.091
H: 1.382 4.964 1.894
H: -0.471 6.441 2.714
H: -1.812 7.322 0.521
H: -0.567 6.203 -1.615
H: 1.461 4.705 -0.600
N: 8.769 0.121 -1.160
C: 8.611 0.519 -2.461
C: 8.896 -0.553 -3.270
C: 9.232 -1.641 -2.426
C: 9.142 -1.196 -1.130
H: 8.631 0.706 -0.351
H: 8.312 1.530 -2.699
H: 8.865 -0.556 -4.350
H: 9.509 -2.639 -2.734
H: 9.313 -1.702 -0.191
N: 1.610 -7.983 0.998
C: 0.546 -8.811 1.239
C: -0.568 -8.247 0.667
C: -0.160 -7.037 0.052
C: 1.190 -6.902 0.271
H: 2.555 -8.145 1.307
H: 0.674 -9.726 1.797
H: -1.565 -8.661 0.687
H: -0.785 -6.343 -0.490
H: 1.885 -6.131 -0.027
N: 7.540 4.458 -1.498
C: 8.578 4.706 -2.358
C: 8.478 6.010 -2.776
C: 7.343 6.572 -2.142
C: 6.785 5.592 -1.358
H: 7.361 3.579 -1.040
H: 9.294 3.935 -2.597
H: 9.150 6.506 -3.462
H: 6.974 7.582 -2.248
H: 5.918 5.604 -0.714
N: 3.838 -0.240 6.033
C: 4.535 -1.419 6.047
C: 4.704 -1.796 7.357
C: 4.082 -0.810 8.163
C: 3.554 0.136 7.319
H: 3.575 0.272 5.205
H: 4.850 -1.887 5.126
H: 5.217 -2.683 7.698
H: 4.026 -0.795 9.242
H: 3.003 1.042 7.521

Cartesian forces, eV/Å:
1.0 1.0 -0.2
-0.3 0.1 -0.4
-0.3 0.3 -0.2
-0.2 -0.9 0.6
0.4 0.9 0.6
0.1 0.6 -1.2
0.1 1.5 0.2
-0.1 -0.1 0.7
-0.2 1.3 -0.5
-0.7 -0.2 -2.8
-2.7 0.8 1.4
-0.3 -1.0 0.4
0.2 0.4 0.3
1.1 0.3 3.4
-2.2 -2.8 -2.3
3.0 3.8 2.7
-0.3 -1.7 2.8
3.7 -1.5 1.5
0.2 -0.3 -3.4
0.8 0.7 0.0
-1.0 0.1 -1.1
2.8 0.9 -0.5
0.6 4.1 -0.9
-0.4 -5.2 1.6
-0.8 -0.9 1.2
0.9 -0.4 -0.2
-0.5 1.0 -2.3
-0.8 -0.3 1.0
2.1 1.3 0.3
-2.2 -0.7 1.1
0.1 -0.1 -0.8
-1.2 0.3 -0.1
-0.1 -0.3 0.0
0.3 -1.4 -1.5
-1.8 -0.6 0.9
-0.6 -0.9 -0.7
-0.7 0.3 -0.4
0.7 -0.1 0.1
-0.4 -0.2 1.9
1.4 -0.8 0.1
-0.7 1.3 -1.1
-1.7 0.6 -0.5
-0.1 -0.8 1.5
1.3 -0.9 0.5
0.5 1.2 -1.2
-1.1 0.6 -0.9
0.8 -1.4 -0.8
-0.5 -1.7 -0.3
1.7 0.1 0.1
-1.0 1.2 0.3
-1.1 -1.5 0.4
1.1 -1.0 -0.8
-0.4 -0.7 1.3
0.0 0.7 -1.4
-1.2 0.9 1.3
0.1 -1.0 1.7
-1.5 0.2 -0.8
1.4 0.1 1.2
-1.8 0.3 0.7
0.0 1.1 -1.5
-0.9 0.0 -0.5
1.5 -0.6 0.9
0.3 0.9 -1.4
1.5 -0.1 0.8
-1.3 -0.4 1.0
1.6 -0.9 0.2
-1.6 0.6 0.3
-0.7 -1.3 -1.3
1.0 1.1 0.5
0.1 -0.5 -1.6
-1.5 1.0 0.0
0.7 -1.3 -1.2
-1.3 0.0 -0.9
1.3 -0.9 -0.9
-1.3 0.2 -0.7
0.8 0.6 1.6
1.7 -0.2 -1.0
1.2 1.4 0.4
-1.1 0.0 1.2
-0.1 -0.2 -1.6
1.5 0.0 1.0
0.3 0.9 -1.3
-1.3 -0.7 -0.6
-0.2 1.9 0.3
-0.8 1.5 0.9
1.8 -0.3 0.4
-0.8 -1.4 0.4
0.1 -0.1 0.0
-0.1 0.1 0.0
-0.1 0.2 0.2
-0.1 0.0 -0.2
0.0 -0.1 -0.1
0.2 -0.1 0.0
0.1 -0.1 -0.1
-0.1 0.0 -0.1
-0.1 0.1 0.0
0.1 0.0 0.1
-0.1 -0.1 0.0
0.0 0.0 0.0
-0.1 0.0 0.3
0.1 -0.2 -0.1
0.0 -0.1 -0.1
-0.1 0.1 -0.1
0.0 0.0 -0.1
0.1 -0.1 0.0
0.1 0.0 0.1
0.0 0.1 0.0
-0.1 0.0 0.0
0.0 0.1 -0.1
-0.1 0.3 0.0
0.0 -0.1 0.2
0.0 -0.1 0.1
0.1 -0.1 -0.1
0.0 -0.1 0.0
0.0 0.0 0.1
0.0 0.1 0.0
0.0 0.0 -0.1
-0.1 0.0 0.0
0.0 0.0 0.1
0.0 -0.2 0.1
0.2 0.2 0.0
0.0 0.1 0.0
-0.2 0.0 -0.1
0.0 0.1 -0.1
0.1 0.0 0.0
0.1 -0.1 0.0
-0.1 -0.1 0.0
0.0 0.0 0.0
0.1 0.0 -0.1
0.2 -0.2 0.0
-0.2 0.0 0.2
-0.1 0.1 0.0
0.0 0.2 -0.1
0.0 0.1 0.0
-0.1 -0.1 0.1
0.0 -0.1 0.0
0.1 0.0 -0.1
0.0 -0.1 0.0
0.0 0.0 0.0
0.1 -0.1 -0.2
-0.2 0.2 0.0
0.0 0.0 0.0
0.2 0.0 0.2
0.0 0.0 0.1
0.0 0.1 0.0
0.0 0.0 -0.1
0.1 -0.1 0.0

Properties
* frontier orbital gap: 5.04 eV
* total charge: +1
* strongest force on any atom: 5.6 eV/Å
* E: -100053.930 eV

[3]
Density functional theory data (the ωB97M-V functional and the def2-TZVPD basis) for a 9-piece molecular cluster, C19H56O9 overall at a distorted geometry.

Element x y z (Å)
C: -2.502 -6.328 1.596
C: -2.430 -5.725 0.212
C: -1.509 -4.490 0.115
O: -1.914 -6.729 -0.671
H: -2.607 -5.497 2.306
H: -1.594 -6.857 1.882
H: -3.393 -6.918 1.805
H: -3.426 -5.402 -0.104
H: -0.518 -4.794 -0.221
H: -1.343 -3.950 1.049
H: -1.886 -3.787 -0.630
H: -2.090 -6.475 -1.582
C: 0.040 6.268 -1.567
C: 0.664 5.882 -2.917
C: 1.478 4.594 -2.871
O: -0.375 5.720 -3.865
H: -0.719 7.044 -1.706
H: 0.744 6.695 -0.845
H: -0.445 5.447 -1.034
H: 1.407 6.651 -3.175
H: 2.222 4.749 -2.084
H: 2.092 4.505 -3.770
H: 0.847 3.718 -2.750
H: -0.873 6.542 -3.918
C: -1.302 -0.146 1.305
C: -0.970 0.321 -0.111
C: -1.000 1.859 -0.192
O: 0.412 0.004 -0.336
H: -1.247 -1.237 1.377
H: -2.280 0.180 1.662
H: -0.556 0.210 2.016
H: -1.597 0.063 -0.968
H: -0.305 2.297 0.527
H: -1.975 2.349 -0.184
H: -0.623 2.186 -1.169
H: 0.502 -0.950 -0.165
C: 3.538 1.957 -0.115
C: 3.658 1.306 -1.496
C: 4.396 -0.016 -1.384
O: 2.363 1.078 -2.058
H: 2.895 2.838 -0.171
H: 4.524 2.199 0.282
H: 3.039 1.293 0.599
H: 4.206 1.974 -2.164
H: 3.867 -0.679 -0.697
H: 5.417 0.101 -1.004
H: 4.518 -0.439 -2.383
H: 1.851 0.765 -1.288
C: 4.753 0.907 3.703
C: 3.423 0.533 4.346
C: 2.655 -0.470 3.477
O: 3.772 -0.072 5.595
H: 4.682 1.041 2.626
H: 5.449 0.121 3.993
H: 5.142 1.832 4.135
H: 2.734 1.348 4.604
H: 1.995 -0.026 2.728
H: 2.016 -1.121 4.084
H: 3.330 -1.172 2.977
H: 2.982 -0.354 6.064
C: -4.953 -1.446 2.635
O: -6.277 -1.956 2.528
H: -5.022 -0.371 2.464
H: -4.534 -1.509 3.644
H: -4.297 -1.915 1.900
H: -6.323 -2.771 3.037
C: 1.465 -3.408 1.475
O: 1.210 -2.657 0.293
H: 1.096 -4.412 1.243
H: 2.525 -3.475 1.725
H: 0.913 -3.065 2.345
H: 1.542 -3.142 -0.465
C: -2.108 -1.276 -3.534
O: -2.837 -0.192 -4.112
H: -2.779 -1.702 -2.791
H: -1.878 -2.083 -4.240
H: -1.141 -0.923 -3.171
H: -2.245 0.390 -4.597
C: -3.711 2.530 -2.640
O: -4.212 1.320 -2.128
H: -2.672 2.682 -2.326
H: -3.669 2.466 -3.733
H: -4.291 3.396 -2.335
H: -3.938 0.578 -2.691

Cartesian forces, eV/Å:
-0.3 0.9 0.9
0.6 0.2 -0.3
0.1 0.0 0.0
-0.4 -0.2 0.0
0.1 0.0 0.0
0.0 -0.2 -0.2
0.2 -0.4 -0.5
-0.1 -0.2 0.0
0.0 -0.2 0.0
-0.4 0.0 0.0
0.0 0.1 0.1
0.0 0.0 0.0
0.1 0.2 0.4
0.2 -0.3 0.9
0.3 0.8 -0.1
0.2 0.1 -0.4
0.0 0.0 -0.1
0.3 -0.1 -0.3
0.0 -0.2 -0.4
-0.5 0.3 -0.4
-0.2 -0.5 0.3
-0.3 -0.2 -0.2
0.2 -0.1 0.3
0.0 0.0 0.0
-0.5 -0.7 -0.3
0.7 2.4 0.5
0.5 0.4 -0.6
-0.5 -0.8 -0.2
-0.2 0.0 -0.1
0.0 0.0 -0.2
0.1 0.3 -0.2
-0.2 -1.1 0.5
-0.3 0.0 0.2
-0.2 -0.4 0.6
0.2 -0.4 0.0
0.4 0.2 0.0
-0.3 0.0 -0.2
-0.1 -0.1 0.5
0.6 0.1 -0.3
0.5 0.2 0.7
0.3 0.2 0.0
0.0 0.2 0.0
0.1 -0.2 -0.1
-0.1 0.0 -0.1
-0.1 -0.2 -0.2
-0.1 0.2 0.1
-0.3 -0.3 0.1
-0.5 0.0 -0.6
-0.3 0.7 0.7
-0.6 -0.7 0.1
-0.1 -0.6 0.0
0.4 -0.2 0.2
0.0 -0.2 0.0
0.1 -0.1 -0.4
0.0 0.0 0.0
0.4 0.3 -0.5
0.2 0.2 -0.1
-0.1 0.3 0.2
0.1 0.2 -0.1
-0.1 0.1 -0.1
-0.3 0.6 0.1
0.2 -0.1 0.3
0.1 -0.1 -0.4
0.0 -0.4 0.0
0.2 0.1 0.1
-0.1 0.0 -0.1
-0.1 -1.3 -0.6
0.0 0.8 0.3
0.2 -0.2 0.5
0.0 0.2 -0.1
-0.1 0.5 -0.3
0.1 -0.1 0.0
0.1 0.0 -0.6
-0.1 -0.2 -0.1
0.4 0.1 0.4
-0.2 0.2 -0.2
-0.2 -0.1 0.6
0.1 -0.1 0.0
1.0 -0.5 -0.8
-0.6 -0.2 0.7
-0.1 0.2 0.1
-0.2 0.4 0.0
-0.3 -0.2 0.1
0.1 0.6 -0.1

Properties
* frontier orbital gap: 9.98 eV
* total charge: 0
* strongest force on any atom: 2.6 eV/Å
* E: -39035.961 eV